{
  "formula": "C5H11NO2",
  "method": "ωB97M-V/def2-TZVPD",
  "smiles": "C=CCCNC=O.O",
  "lumo_ev": 0.8,
  "de_lowest_ev": 1.943,
  "homo_energy_ev": -9.5,
  "e_tot_ev": -10947.324,
  "gap_ev": 10.30,
  "symbols": ["C", "C", "C", "C", "N", "C", "O", "H", "H", "H", "H", "H", "H", "H", "H", "H", "O", "H", "H"],
  "positions_angstrom": [[2.493, 0.710, 0.362], [1.312, 0.118, 0.560], [0.570, -0.519, -0.591], [-0.910, -0.101, -0.662], [-1.710, -0.875, 0.248], [-2.229, -2.134, 0.019], [-2.595, -2.748, 1.007], [2.991, 0.772, -0.577], [3.113, 1.139, 1.087], [0.839, -0.028, 1.535], [1.079, -0.216, -1.575], [0.678, -1.652, -0.500], [-1.275, -0.303, -1.717], [-1.081, 0.995, -0.433], [-1.606, -0.598, 1.188], [-2.239, -2.575, -1.006], [-0.097, 2.875, 0.301], [0.449, 2.459, -0.408], [0.219, 2.684, 1.161]],
  "forces_ev_per_a": [[-0.945, -0.580, 0.163], [0.617, -0.313, -0.747], [0.910, -0.112, -1.144], [-0.449, 0.059, -1.460], [-0.348, -0.385, -2.028], [0.668, 0.525, 2.185], [-0.419, -0.608, -0.935], [-0.219, -0.183, -1.037], [0.390, 0.495, 1.548], [0.384, 0.345, -0.058], [-0.570, -0.455, 1.358], [-0.407, 1.357, -0.209], [0.295, 0.325, 1.148], [0.363, -1.304, -0.387], [-0.325, -0.210, 1.191], [0.010, 0.715, 0.348], [-0.660, 0.475, -2.350], [-0.271, 0.428, 1.534], [0.975, -0.573, 0.877]]
}